1.
Density functional theory data (wB97M-V/def2-TZVPD) for a cluster of 10 separate species, C32H91N7O10 in total at a distorted geometry.

Geometry as XYZ:
```
140
C32H91N7O10 | the Open Molecules 2025 dataset | wB97M-V/def2-TZVPD
C 0.069 -9.071 -1.809
O 0.543 -7.905 -1.193
C 0.880 -6.883 -2.125
C 1.492 -5.719 -1.329
C 1.686 -4.582 -2.339
N 2.790 -6.110 -0.767
H 0.196 -9.944 -1.170
H 0.632 -9.298 -2.729
H -0.987 -8.997 -2.098
H 1.652 -7.324 -2.765
H -0.004 -6.529 -2.670
H 0.813 -5.434 -0.526
H 2.278 -4.953 -3.177
H 2.187 -3.728 -1.889
H 0.678 -4.333 -2.674
H 2.697 -7.027 -0.331
H 3.390 -6.349 -1.558
C 3.350 3.558 -0.418
O 4.004 3.531 -1.665
C 3.079 3.526 -2.727
C 3.755 3.576 -4.073
C 2.825 3.373 -5.240
N 4.884 2.573 -4.143
H 4.072 3.362 0.368
H 2.632 2.720 -0.452
H 2.766 4.475 -0.289
H 2.495 2.595 -2.601
H 2.380 4.375 -2.664
H 4.317 4.511 -4.153
H 2.458 2.344 -5.293
H 3.333 3.668 -6.152
H 1.896 3.940 -5.113
H 4.431 1.656 -4.239
H 5.191 2.471 -3.171
C -3.488 -0.031 -5.895
O -2.646 -0.495 -4.860
C -2.965 0.004 -3.568
C -4.235 -0.631 -2.996
C -4.328 -0.486 -1.494
N -4.441 -2.048 -3.335
H -3.205 -0.497 -6.835
H -3.436 1.061 -5.989
H -4.535 -0.294 -5.692
H -2.079 -0.297 -2.999
H -2.983 1.101 -3.535
H -5.076 -0.144 -3.504
H -4.503 0.540 -1.166
H -3.490 -0.937 -0.964
H -5.231 -1.027 -1.187
H -3.905 -2.603 -2.669
H -4.032 -2.322 -4.224
C -3.265 -7.178 -1.352
O -4.024 -6.060 -0.984
C -3.621 -4.860 -1.611
C -2.279 -4.372 -1.072
C -2.273 -3.972 0.378
N -1.755 -3.239 -1.850
H -3.295 -7.320 -2.446
H -3.680 -8.075 -0.897
H -2.206 -7.123 -1.078
H -3.662 -4.974 -2.699
H -4.313 -4.085 -1.267
H -1.526 -5.168 -1.189
H -2.583 -4.773 1.049
H -2.901 -3.102 0.597
H -1.267 -3.670 0.688
H -0.933 -2.818 -1.442
H -1.561 -3.348 -2.836
C -1.678 -0.156 2.829
O -1.329 -0.107 4.190
C -2.132 0.781 4.946
C -1.348 1.136 6.194
C -2.207 1.892 7.196
N -0.167 1.931 5.814
H -2.698 -0.543 2.703
H -0.934 -0.818 2.387
H -1.617 0.800 2.299
H -2.332 1.708 4.384
H -3.110 0.303 5.113
H -1.038 0.163 6.591
H -2.417 2.891 6.816
H -1.691 1.897 8.154
H -3.146 1.353 7.332
H -0.488 2.878 5.657
H 0.242 1.536 4.976
C 2.206 -0.775 4.839
O 3.208 0.157 4.386
C 4.230 -0.458 3.639
C 5.434 0.447 3.597
C 6.458 0.009 2.582
N 6.071 0.427 4.941
H 1.703 -1.224 3.981
H 1.534 -0.242 5.502
H 2.724 -1.559 5.397
H 4.546 -1.382 4.151
H 3.929 -0.823 2.646
H 5.071 1.475 3.443
H 6.111 0.065 1.550
H 6.734 -1.030 2.779
H 7.371 0.601 2.655
H 6.899 1.016 4.896
H 5.476 0.920 5.601
C -4.157 6.262 0.545
O -2.971 5.539 0.795
C -2.014 6.281 1.520
C -0.682 5.602 1.359
C -0.600 4.249 2.073
N 0.402 6.484 1.844
H -4.843 6.195 1.393
H -4.621 5.791 -0.323
H -3.939 7.298 0.272
H -1.980 7.313 1.150
H -2.276 6.343 2.590
H -0.486 5.434 0.298
H -0.440 4.328 3.146
H 0.063 3.589 1.511
H -1.551 3.698 1.999
H 1.263 5.951 1.886
H 0.214 6.771 2.800
C -0.481 3.286 -2.301
C -1.454 4.372 -2.638
O -0.826 5.380 -3.441
H -0.841 2.430 -1.717
H 0.293 3.624 -1.599
H -0.002 2.892 -3.197
H -1.877 4.858 -1.753
H -2.294 3.985 -3.216
H -0.244 5.849 -2.835
C 0.448 -0.941 -1.061
C 1.490 -0.285 -0.191
O 0.753 0.651 0.591
H 0.828 -1.709 -1.736
H -0.014 -0.164 -1.673
H -0.304 -1.371 -0.402
H 2.315 0.158 -0.764
H 1.971 -0.988 0.506
H 1.340 1.053 1.247
O 1.902 1.867 2.896
H 2.349 1.216 3.491
H 2.505 2.615 2.867
```

Output
* strongest force on any atom: 2.24 eV/Å
* net charge: 0
* SMILES: COC[C@H](C)N.COC[C@H](C)N.COC[C@H](C)N.COC[C@H](C)N.COC[C@H](C)N.COC[C@H](C)N.COC[C@H](C)N.CCO.CCO.O
* Kohn-Sham gap: 0.33797 Ha
* spin multiplicity: 1
* relative energy (zero: lowest compared OMol25 entry of this formula, charge and spin): 0.0 kcal/mol

=====

2.
Density functional theory data (wB97M-V/def2-TZVPD) for an isolated molecule of C5H8N2.

Geometry as XYZ:
```
15
C5H8N2 | the Open Molecules 2025 dataset | wB97M-V/def2-TZVPD
C -0.126 -0.237 1.894
N -0.330 0.026 0.486
C -1.484 0.508 -0.076
C -1.267 0.705 -1.416
C 0.072 0.313 -1.687
C 0.623 -0.102 -0.497
N 1.904 -0.601 -0.159
H 0.887 -0.622 2.021
H -0.231 0.682 2.479
H -0.847 -0.975 2.259
H -2.368 0.655 0.530
H -1.994 1.068 -2.130
H 0.580 0.325 -2.643
H 1.959 -1.598 -0.347
H 2.621 -0.147 -0.714
```

Output
* strongest force on any atom: 0.24 eV/Å
* net charge: 0
* SMILES: Cn1cccc1N
* Kohn-Sham gap: 0.32577 Ha
* spin multiplicity: 1
* relative energy (zero: lowest compared OMol25 entry of this formula, charge and spin): 8.0 kcal/mol

=====

Question: Which value of relative energy (zero: lowest compared OMol25 entry of this formula, charge and spin) does entry 2 give?
Answer: 8.0 kcal/mol

=====

Question: The lowest strongest force on any atom belongs to which entry?
Answer: C5H8N2